--- P ---
This record from the OMol25 dataset describes a 2-piece molecular cluster, C4H13N3 overall. The level of theory is ωB97M-V/def2-TZVPD.

Calculated values
HOMO ... -16.6 eV

Structure (ORCA input):
```
! wB97M-V def2-TZVPD RIJCOSX def2/J DEFGRID3
* xyz 2 1
C -3.667 0.679 -0.234
C -1.280 0.479 0.250
C 3.447 0.258 -0.494
C 2.557 0.566 0.547
N -2.619 -0.091 -0.088
N -0.423 -1.805 0.213
N -0.087 -0.369 -0.062
H -3.601 1.704 -0.153
H -4.537 0.222 -0.466
H -1.208 1.467 -0.296
H -1.157 0.634 1.361
H 3.200 0.423 -1.534
H 4.296 0.976 -0.399
H 3.997 -0.649 -0.509
H 1.848 1.253 0.206
H 2.401 0.131 1.499
H -2.774 -1.074 -0.150
H -1.034 -1.833 1.064
H 0.315 -2.434 0.216
H 0.326 -0.537 -0.973
*
```

--- Q ---
This record from the OMol25 dataset describes a 2-piece molecular cluster, C4H13N3 overall. The level of theory is ωB97M-V/def2-TZVPD.

Calculated values
HOMO (alpha / beta) ... -18.9 / -18.3 eV

Structure (ORCA input):
```
! wB97M-V def2-TZVPD RIJCOSX def2/J DEFGRID3
* xyz 2 1
C -2.571 0.137 -0.031
C -0.922 -1.769 -0.238
C 3.061 0.276 -0.385
C 0.676 1.022 0.118
N -1.419 -0.427 -0.221
N -2.808 1.390 0.391
N 1.732 0.124 0.416
H -3.431 -0.542 -0.278
H 0.195 -1.715 -0.104
H -1.327 -2.417 0.510
H -1.146 -2.110 -1.326
H 2.753 0.471 -1.339
H 3.712 0.966 0.022
H 3.451 -0.698 -0.517
H 0.249 1.099 -0.836
H 0.160 1.364 0.935
H -3.764 1.809 0.340
H -2.024 1.837 0.782
H 1.986 0.145 1.427
H 1.438 -0.963 0.334
*
```

Most stable = Q

--- P ---
This record from the OMol25 dataset describes a 2-piece molecular cluster, C3H3BrO2 overall. The level of theory is ωB97M-V/def2-TZVPD.

Calculated values
HOMO ... -10.1 eV

Structure (ORCA input):
```
! wB97M-V def2-TZVPD RIJCOSX def2/J DEFGRID3
* xyz 0 1
C 1.845 1.257 -1.894
C -1.076 -0.176 -0.292
C -0.451 -0.492 1.049
O 2.504 1.192 -1.002
O -0.582 0.787 0.552
Br 1.423 -1.033 1.028
H -0.450 -0.415 -1.057
H -2.185 -0.256 -0.267
H -1.029 -0.863 1.884
*
```

--- Q ---
This record from the OMol25 dataset describes one molecule with the formula C3H3BrO2. The level of theory is ωB97M-V/def2-TZVPD.

Calculated values
HOMO ... -9.9 eV
SMILES ... O=C[C@@]1(Br)CO1

Structure (ORCA input):
```
! wB97M-V def2-TZVPD RIJCOSX def2/J DEFGRID3
* xyz 0 1
O -1.301 1.935 -0.257
C -0.451 1.508 0.379
C 0.436 0.046 -0.216
Br 2.325 -0.040 0.337
C -0.239 -1.247 -0.236
O 0.079 -0.543 -1.412
H -0.039 1.854 1.365
H 0.465 -2.068 -0.076
H -1.275 -1.444 0.115
*
```

--- R ---
This record from the OMol25 dataset describes a 2-piece molecular cluster, C3H3BrO2 overall. The level of theory is ωB97M-V/def2-TZVPD.

Calculated values
HOMO ... -10.0 eV

Structure (ORCA input):
```
! wB97M-V def2-TZVPD RIJCOSX def2/J DEFGRID3
* xyz 0 1
C 2.325 0.293 -0.484
C -2.012 0.166 0.392
C -1.148 -0.453 -0.689
O 2.938 1.267 -0.306
O -1.628 -1.211 0.167
Br 2.559 -1.305 0.601
H 1.298 0.228 -1.149
H -1.313 0.494 1.150
H -3.018 0.522 0.318
*
```

--- S ---
This record from the OMol25 dataset describes one molecule with the formula C3H3BrO2. The level of theory is ωB97M-V/def2-TZVPD.

Calculated values
HOMO ... -10.4 eV
SMILES ... O=C(Br)[C@@H]1CO1

Structure (ORCA input):
```
! wB97M-V def2-TZVPD RIJCOSX def2/J DEFGRID3
* xyz 0 1
O 2.451 1.709 0.498
C 2.151 0.573 0.498
Br 3.549 -0.695 -0.294
C 0.972 -0.184 0.764
C -0.126 0.315 -0.114
O -0.119 0.477 1.287
H 1.025 -1.234 1.013
H -0.150 1.139 -0.839
H -0.832 -0.626 -0.323
*
```

Most stable = S

--- P ---
This record from the OMol25 dataset describes one molecule with the formula C3H3BrO2. The level of theory is ωB97M-V/def2-TZVPD.

Calculated values
HOMO ... -10.5 eV
SMILES ... O=C[C@@]1(Br)CO1

Structure (ORCA input):
```
! wB97M-V def2-TZVPD RIJCOSX def2/J DEFGRID3
* xyz 0 1
O 0.634 -1.695 -0.969
C 0.235 -0.601 -1.173
C -0.168 0.253 -0.120
Br -2.400 0.371 -0.491
C 0.312 0.313 1.221
O 0.381 1.387 0.313
H 0.110 -0.247 -2.280
H -0.316 0.319 2.078
H 1.212 -0.099 1.420
*
```

--- Q ---
This record from the OMol25 dataset describes a 2-piece molecular cluster, C3H3BrO2 overall. The level of theory is ωB97M-V/def2-TZVPD.

Calculated values
HOMO ... -10.1 eV

Structure (ORCA input):
```
! wB97M-V def2-TZVPD RIJCOSX def2/J DEFGRID3
* xyz 0 1
C -1.354 -0.377 2.104
C 1.202 0.434 -1.903
C 0.965 -0.331 -0.615
O -2.002 -1.299 2.507
O 0.842 -0.960 -1.680
Br -1.960 1.415 2.357
H -0.444 -0.489 1.626
H 0.461 1.167 -2.183
H 2.290 0.439 -2.213
*
```

Most stable = P

--- P ---
This record from the OMol25 dataset describes a 2-piece molecular cluster, C4H11N2OS overall. The level of theory is ωB97M-V/def2-TZVPD.

Calculated values
HOMO ... -11.8 eV

Structure (ORCA input):
```
! wB97M-V def2-TZVPD RIJCOSX def2/J DEFGRID3
* xyz 1 1
C 2.394 1.369 0.136
C 1.851 -1.042 -0.356
C 2.998 0.015 -0.047
C 0.039 0.994 -0.393
N 1.131 1.660 -0.016
N -0.805 0.564 0.543
O -5.193 -1.220 -0.043
S -4.022 0.251 -0.205
H 3.198 2.222 0.230
H 1.248 -1.017 0.603
H 1.117 -0.776 -1.198
H 2.456 -1.925 -0.500
H 3.699 0.006 -0.828
H 3.428 -0.210 0.835
H -0.409 1.211 -1.380
H -1.774 0.220 0.342
H -6.211 -1.124 0.096
H -0.391 0.493 1.463
H -4.753 -1.690 0.716
*
```

--- Q ---
This record from the OMol25 dataset describes an isolated ion of composition C4H11N2OS and charge +1. The level of theory is ωB97M-V/def2-TZVPD.

Calculated values
HOMO ... -12.6 eV
SMILES ... NC(=O)[C@@H]([NH3+])CCS

Structure (ORCA input):
```
! wB97M-V def2-TZVPD RIJCOSX def2/J DEFGRID3
* xyz 1 1
N 2.151 1.620 0.306
C 1.889 0.609 -0.550
O 2.743 -0.185 -0.932
C 0.460 0.277 -0.930
N 0.672 -0.975 -1.872
C -0.236 -0.237 0.479
C -1.521 -0.931 0.475
S -2.823 0.092 1.486
H 3.105 1.759 0.519
H 1.533 2.224 0.831
H -0.139 1.087 -1.370
H 0.497 -0.736 -2.830
H -0.041 -1.695 -1.625
H 1.722 -1.235 -1.881
H -0.325 0.728 0.971
H 0.526 -0.906 0.906
H -2.002 -1.169 -0.466
H -1.400 -1.884 1.024
H -3.572 -0.976 1.720
*
```

Most stable = Q

--- P ---
This record from the OMol25 dataset describes one molecule with the formula C4H7Cl. The level of theory is ωB97M-V/def2-TZVPD.

Calculated values
HOMO ... -10.0 eV
SMILES ... CC1(Cl)CC1

Structure (ORCA input):
```
! wB97M-V def2-TZVPD RIJCOSX def2/J DEFGRID3
* xyz 0 1
C 0.593 -0.901 1.074
C -0.051 -0.269 -0.164
Cl -0.638 -1.730 -1.076
C -0.969 0.861 -0.235
C 0.313 0.911 -0.963
H -0.111 -1.592 1.562
H 0.963 -0.153 1.708
H 1.329 -1.595 0.705
H -1.942 0.751 -0.679
H -0.945 1.463 0.654
H 1.110 1.473 -0.530
H 0.346 0.778 -2.057
*
```

--- Q ---
This record from the OMol25 dataset describes C4H7Cl as an isolated structure. The level of theory is ωB97M-V/def2-TZVPD.

Calculated values
HOMO ... -9.5 eV

Structure (ORCA input):
```
! wB97M-V def2-TZVPD RIJCOSX def2/J DEFGRID3
* xyz 0 1
C -0.096 0.452 0.767
C -0.581 -1.014 0.514
C -1.342 -0.464 -0.555
C -1.071 1.024 -0.136
H 0.327 0.971 1.645
H -1.114 -1.059 1.287
H 0.117 -1.886 0.383
H -0.673 -0.339 -1.537
H -2.373 -1.038 -1.052
H -0.648 1.793 -0.865
H -1.791 1.699 0.433
Cl 1.453 -0.008 -0.226
*
```

--- R ---
This record from the OMol25 dataset describes one molecule with the formula C4H7Cl. The level of theory is ωB97M-V/def2-TZVPD.

Calculated values
HOMO ... -10.0 eV
SMILES ... CC1(Cl)CC1

Structure (ORCA input):
```
! wB97M-V def2-TZVPD RIJCOSX def2/J DEFGRID3
* xyz 0 1
C 0.977 -0.415 1.022
C 0.317 -0.078 -0.276
Cl 1.655 -0.032 -1.504
C -1.128 -0.459 -0.727
C -0.702 0.940 -0.382
H 2.037 -0.644 0.561
H 0.632 -1.306 1.644
H 1.047 0.396 1.747
H -1.513 -0.698 -1.726
H -1.736 -0.819 0.178
H -1.059 1.360 0.563
H -0.528 1.756 -1.100
*
```

Most stable = P

--- P ---
This record from the OMol25 dataset describes C9H10F9IrNO8S2Se2 as an isolated structure. The level of theory is ωB97M-V/def2-TZVPD.

Calculated values
HOMO (alpha / beta) ... -4.5 / -6.0 eV

Structure (ORCA input):
```
! wB97M-V def2-TZVPD RIJCOSX def2/J DEFGRID3
* xyz -1 5
Ir -0.065 -0.508 -0.258
O 1.285 1.843 1.531
C 2.535 2.224 1.004
C 2.469 2.276 -0.529
C 3.532 3.323 -0.934
O 3.731 3.455 -2.330
C 2.876 0.952 -1.198
Se 2.300 -0.744 -0.396
C 1.124 2.804 -1.036
Se -0.513 1.716 -1.009
H 1.379 1.535 2.438
H 3.329 1.529 1.302
H 2.806 3.222 1.381
H 4.478 3.072 -0.432
H 3.219 4.309 -0.585
H 3.999 2.600 -2.681
H 3.969 0.879 -1.195
H 2.548 0.952 -2.239
H 1.251 3.089 -2.082
H 0.863 3.714 -0.490
F -3.316 -2.044 1.399
C -4.285 -1.938 0.496
F -5.024 -0.866 0.777
F -5.064 -3.021 0.583
S -3.588 -1.775 -1.209
O -2.706 -0.640 -1.119
O -4.734 -1.710 -2.057
N -2.831 -3.143 -1.409
S -1.288 -3.216 -1.186
O -0.509 -2.385 -2.082
O -0.849 -3.186 0.182
C -1.012 -4.947 -1.758
F -1.753 -5.803 -1.058
F -1.305 -5.082 -3.049
F 0.274 -5.254 -1.581
F -0.219 1.198 4.178
C -1.272 0.399 3.860
F -1.014 -0.803 4.384
F -2.340 0.893 4.488
C -1.441 0.379 2.313
O -2.235 1.137 1.809
O -0.606 -0.432 1.780
*
```

--- Q ---
This record from the OMol25 dataset describes C9H10F9IrNO8S2Se2 as an isolated structure. The level of theory is ωB97M-V/def2-TZVPD.

Calculated values
HOMO (alpha / beta) ... -4.5 / -5.9 eV

Structure (ORCA input):
```
! wB97M-V def2-TZVPD RIJCOSX def2/J DEFGRID3
* xyz -1 5
Ir 0.082 0.582 -0.116
O 0.088 -2.156 1.668
C -0.834 -2.122 2.732
C -2.108 -1.381 2.304
C -3.214 -1.922 3.242
O -4.476 -1.296 3.098
C -2.045 0.136 2.536
Se -0.403 1.131 2.158
C -2.532 -1.736 0.878
Se -1.579 -1.062 -0.691
H 0.961 -2.407 1.985
H -0.418 -1.628 3.618
H -1.109 -3.148 3.022
H -2.864 -1.839 4.281
H -3.387 -2.979 3.031
H -4.365 -0.354 3.260
H -2.220 0.333 3.600
H -2.851 0.619 1.979
H -3.561 -1.393 0.740
H -2.548 -2.821 0.757
F 2.844 0.573 -2.897
C 2.230 0.826 -4.049
F 2.046 -0.322 -4.702
F 3.024 1.607 -4.788
S 0.592 1.632 -3.766
O -0.083 0.735 -2.862
O 0.068 1.841 -5.077
N 0.985 3.010 -3.106
S 0.915 3.178 -1.556
O -0.412 3.021 -0.993
O 1.951 2.517 -0.807
C 1.291 4.980 -1.445
F 2.441 5.277 -2.043
F 0.323 5.713 -1.991
F 1.388 5.303 -0.153
F 2.967 -3.214 0.607
C 3.325 -2.361 -0.390
F 4.285 -1.570 0.103
F 3.872 -3.100 -1.358
C 2.061 -1.589 -0.873
O 1.428 -2.050 -1.793
O 1.842 -0.564 -0.139
*
```

Most stable = P

--- P ---
This record from the OMol25 dataset describes a 2-piece molecular cluster, C4H12S overall. The level of theory is ωB97M-V/def2-TZVPD.

Calculated values
HOMO ... -8.4 eV
SMILES ... CSC.CC

Structure (ORCA input):
```
! wB97M-V def2-TZVPD RIJCOSX def2/J DEFGRID3
* xyz 0 1
C -0.672 1.791 -3.848
S 0.793 1.606 -2.866
C 0.071 1.105 -1.243
H -1.229 2.653 -3.316
H -1.222 0.953 -3.883
H -0.345 2.102 -4.791
H -0.331 2.074 -0.914
H -0.532 0.263 -1.291
H 0.966 0.832 -0.346
C 0.149 -2.331 3.344
C 0.567 -1.099 2.347
H 0.430 -2.031 4.446
H 0.410 -3.296 3.021
H -0.970 -2.332 3.167
H -0.186 -1.011 1.618
H 0.631 -0.063 2.832
H 1.471 -1.216 1.724
*
```

--- Q ---
This record from the OMol25 dataset describes a 2-piece molecular cluster, C4H12S overall. The level of theory is ωB97M-V/def2-TZVPD.

Calculated values
HOMO ... -8.4 eV
SMILES ... CSC.CC

Structure (ORCA input):
```
! wB97M-V def2-TZVPD RIJCOSX def2/J DEFGRID3
* xyz 0 1
C -0.105 -1.561 -2.425
S -1.587 -0.573 -2.084
C -2.061 -1.028 -0.389
H -0.084 -2.415 -1.750
H -0.196 -1.937 -3.440
H 0.806 -0.978 -2.263
H -1.903 -0.166 0.244
H -1.517 -1.910 -0.035
H -3.108 -1.305 -0.396
C 0.815 1.549 0.899
C 1.597 1.470 2.216
H 1.533 1.346 0.107
H 0.098 0.729 0.861
H 0.273 2.477 0.738
H 2.473 2.129 2.241
H 1.969 0.450 2.379
H 0.998 1.723 3.097
*
```

Most stable = Q

--- P ---
This record from the OMol25 dataset describes a 2-piece molecular cluster, C5H12N2 overall. The level of theory is ωB97M-V/def2-TZVPD.

Calculated values
HOMO ... -20.1 eV

Structure (ORCA input):
```
! wB97M-V def2-TZVPD RIJCOSX def2/J DEFGRID3
* xyz 2 1
C 1.193 0.893 -0.154
C -1.570 0.368 -0.021
C 2.636 0.776 -0.195
C -2.407 -0.828 -0.117
C 0.746 -1.490 0.342
N -1.796 1.611 0.035
N 0.457 -0.118 0.085
H 0.552 1.736 -0.183
H 2.894 -0.137 0.182
H 3.095 0.848 -1.206
H 3.338 1.471 0.295
H -2.438 -1.508 0.819
H -3.551 -0.566 -0.141
H -1.906 -1.506 -0.957
H 1.156 -2.041 -0.593
H -0.188 -2.158 0.732
H 1.639 -1.647 1.019
H -2.793 1.985 0.258
H -1.058 2.313 -0.199
*
```

--- Q ---
This record from the OMol25 dataset describes an isolated ion of composition C5H12N2 and charge +2. The level of theory is ωB97M-V/def2-TZVPD.

Calculated values
HOMO ... -18.6 eV
SMILES ... C=[NH+]/C=C/CC[NH3+]

Structure (ORCA input):
```
! wB97M-V def2-TZVPD RIJCOSX def2/J DEFGRID3
* xyz 2 1
C 0.777 3.627 0.658
N 0.909 2.542 0.001
C 0.435 1.268 0.506
C -0.186 0.417 -0.290
C -0.963 -0.736 0.318
C -1.021 -2.050 -0.431
N 0.319 -2.737 -0.632
H 1.169 4.555 0.255
H 0.191 3.632 1.571
H 1.567 2.551 -0.781
H 0.734 1.107 1.533
H -0.270 0.690 -1.335
H -0.481 -0.965 1.270
H -1.941 -0.341 0.585
H -1.488 -2.019 -1.411
H -1.600 -2.759 0.149
H 0.936 -2.296 -1.319
H 0.104 -3.694 -0.919
H 0.809 -2.791 0.271
*
```

--- R ---
This record from the OMol25 dataset describes an isolated ion of composition C5H12N2 and charge +2. The level of theory is ωB97M-V/def2-TZVPD.

Calculated values
HOMO ... -17.9 eV
SMILES ... C=[NH+]/C=C/CC[NH3+]

Structure (ORCA input):
```
! wB97M-V def2-TZVPD RIJCOSX def2/J DEFGRID3
* xyz 2 1
C 2.343 -2.590 1.236
N 1.291 -2.184 0.649
C 1.064 -0.913 0.056
C -0.152 -0.332 0.024
C -0.248 0.932 -0.780
C -1.661 1.487 -0.931
N -1.993 2.756 -0.165
H 2.344 -3.583 1.679
H 3.215 -1.965 1.389
H 0.435 -2.762 0.624
H 1.923 -0.370 -0.376
H -1.123 -0.750 0.377
H 0.064 0.627 -1.823
H 0.488 1.709 -0.523
H -1.766 1.648 -2.028
H -2.438 0.795 -0.639
H -2.716 3.311 -0.674
H -2.482 2.490 0.695
H -1.142 3.353 -0.023
*
```

Most stable = Q